A cluster of 4 separate species, C30H69BClO in total, computed with the ωB97M-V functional and the def2-TZVPD basis.

- gap between HOMO and LUMO (eV) = 6.90
- LUMO level (hartree) = 0.08206
- ΔE to the lowest compared entry with this formula, charge and spin (kcal/mol) = 0.00
- net charge = -1

Structure (XYZ):
```
102
Properties=species:S:1:pos:R:3:forces:R:3
C 1.78735 -0.39959 1.54864 0.16 0.06 0.61
O 1.86531 -1.71246 2.10398 0.08 0.56 -0.94
C 2.20050 -2.60837 1.04907 -0.32 -0.80 0.60
C 2.16541 -4.07860 1.60522 0.04 0.74 -1.41
C 0.82206 -4.76217 1.18603 0.43 -1.20 0.62
C -0.24936 -4.89461 2.32193 0.12 0.50 -0.29
C -0.31716 -3.70142 3.31778 -0.85 0.02 -0.04
C -1.10817 -2.45672 2.79286 -0.09 0.27 1.61
C -2.61407 -2.50269 3.21022 -0.30 -0.59 -1.07
C -3.46307 -3.58251 2.42349 0.36 0.56 0.12
B -4.99126 -3.02558 2.03441 0.62 -0.80 -0.88
C -5.01057 -2.79374 0.37918 0.19 0.20 0.57
C -4.14748 -1.54480 -0.04997 -1.97 -0.38 -1.05
C -4.94063 -0.77888 -1.17629 0.86 -0.63 0.53
Cl -2.55163 -2.04087 -0.82559 -0.14 0.27 0.39
H 2.83651 -0.04664 1.42472 -0.64 0.19 -0.25
H 1.23179 -0.39102 0.59074 0.35 -0.05 0.29
H 1.23814 0.26491 2.24322 0.40 -0.42 -0.19
H 1.43056 -2.49499 0.25271 0.43 -0.17 0.31
H 3.17774 -2.35892 0.57637 -0.25 0.03 0.46
H 3.03703 -4.58938 1.13851 -0.61 0.05 0.20
H 2.35527 -4.09804 2.69193 -0.26 0.16 -0.47
H 0.38236 -4.31638 0.27136 0.33 0.09 0.61
H 1.08897 -5.80355 0.88785 -0.30 0.55 0.07
H -1.23177 -4.98656 1.81553 0.47 -0.01 0.49
H -0.09442 -5.83512 2.88619 0.12 0.40 -0.26
H -0.87027 -4.07174 4.21162 0.32 0.25 -0.44
H 0.66211 -3.35367 3.69189 -0.24 -0.44 -0.37
H -0.67904 -1.57214 3.32411 -0.07 -0.41 -0.48
H -0.96568 -2.27793 1.71330 -0.23 -0.23 0.33
H -2.73682 -2.67308 4.30071 0.33 0.18 -0.42
H -3.09911 -1.52568 2.99413 0.45 -0.41 0.16
H -3.50310 -4.56474 2.94726 0.20 0.55 -0.07
H -2.90236 -3.76995 1.47407 -0.40 0.01 0.51
H -5.25380 -1.98482 2.58552 -0.07 0.54 0.30
H -5.84922 -3.84292 2.31066 -0.28 -0.25 0.09
H -4.64520 -3.72697 -0.10022 -0.10 0.60 0.02
H -6.07137 -2.65283 0.06137 0.70 0.12 -0.10
H -3.94719 -0.87649 0.80372 0.29 -0.46 -0.39
H -5.98828 -0.69037 -0.83921 0.50 0.28 -0.20
H -4.90506 -1.44970 -2.05797 -0.18 0.50 0.31
H -4.46944 0.19217 -1.42182 -0.38 -0.36 0.04
C -5.01758 2.11190 -7.30994 0.03 -0.08 -0.14
C -6.10238 1.05321 -7.15018 -0.07 0.11 0.06
C -6.51870 0.82571 -5.69693 -0.04 -0.10 -0.01
C -5.41198 0.30883 -4.77518 0.05 0.06 -0.01
C -4.76162 -1.00507 -5.20728 -0.05 0.00 0.11
C -5.73454 -2.17737 -5.24429 0.07 -0.05 -0.09
H -4.09272 1.82062 -6.80915 -0.02 0.03 0.02
H -4.78603 2.26198 -8.36699 0.03 0.05 0.04
H -5.34419 3.06993 -6.89839 0.03 -0.02 0.03
H -5.76895 0.11483 -7.60251 -0.01 -0.01 0.04
H -6.98402 1.36981 -7.71662 0.01 -0.05 -0.01
H -7.36319 0.13005 -5.67842 0.02 0.00 0.02
H -6.89817 1.76765 -5.28571 0.01 -0.01 -0.03
H -5.83005 0.18135 -3.77223 0.04 -0.01 -0.02
H -4.63236 1.07079 -4.67923 -0.02 0.01 0.02
H -3.95982 -1.23993 -4.50167 0.00 0.04 -0.03
H -4.28600 -0.89101 -6.18670 0.00 0.03 0.01
H -6.19293 -2.33365 -4.26516 -0.01 0.01 -0.03
H -5.21116 -3.09524 -5.51935 -0.06 -0.01 0.03
H -6.53088 -2.02061 -5.97567 -0.01 -0.01 0.03
C 6.36072 -1.25031 2.70391 0.08 -0.04 0.08
C 6.12661 -0.11134 3.68927 -0.10 -0.03 -0.07
C 5.71370 1.19695 3.01595 0.00 0.09 0.09
C 6.74689 1.79625 2.05958 0.02 -0.09 -0.07
C 8.11530 2.08921 2.67524 -0.08 0.10 -0.04
C 8.06543 3.11980 3.79689 0.13 -0.06 0.04
H 7.18359 -1.03077 2.02016 -0.03 -0.01 -0.02
H 6.61351 -2.16822 3.23834 -0.02 -0.01 -0.07
H 5.46298 -1.44343 2.11163 0.02 0.01 -0.01
H 7.02354 0.03907 4.29801 -0.01 0.04 -0.01
H 5.33328 -0.40830 4.38098 0.03 0.04 0.01
H 5.46860 1.92846 3.79234 -0.01 0.01 -0.03
H 4.78582 1.02971 2.45877 0.01 -0.01 0.03
H 6.33793 2.72625 1.64928 0.03 -0.01 0.00
H 6.88329 1.12696 1.20482 -0.03 0.00 0.01
H 8.77487 2.46382 1.88669 0.01 -0.06 0.01
H 8.57159 1.16634 3.04473 -0.03 -0.01 -0.02
H 7.64702 4.06406 3.44014 -0.03 -0.02 0.03
H 9.07103 3.31959 4.17319 -0.04 0.04 0.03
H 7.46234 2.77349 4.63815 -0.01 0.03 -0.02
C 3.19536 4.61507 1.71265 -0.09 0.08 0.09
C 1.88555 3.95778 1.29514 0.09 -0.10 -0.01
C 1.95178 3.29089 -0.07836 -0.12 -0.05 -0.01
C 2.23434 4.23399 -1.24936 0.09 0.06 0.04
C 1.23714 5.38115 -1.41519 0.01 -0.09 -0.10
C -0.18407 4.91049 -1.70118 -0.03 0.13 0.05
H 3.47503 5.42586 1.03672 0.03 -0.03 0.01
H 3.10197 5.03864 2.71496 0.08 0.00 -0.02
H 4.00838 3.88460 1.72987 0.01 0.03 -0.02
H 1.07878 4.69587 1.32263 -0.01 -0.03 -0.02
H 1.62790 3.19525 2.03598 -0.05 0.03 -0.03
H 1.01131 2.76102 -0.25609 0.03 0.00 -0.02
H 2.73039 2.52027 -0.06037 -0.02 0.01 0.02
H 2.25099 3.64352 -2.17163 -0.02 0.02 0.01
H 3.23960 4.65445 -1.14552 0.00 -0.02 0.01
H 1.57058 6.00988 -2.24644 0.02 0.02 0.05
H 1.24063 6.01951 -0.52675 0.03 -0.02 0.00
H -0.21799 4.30112 -2.60718 -0.01 -0.03 0.05
H -0.84453 5.76743 -1.84875 -0.03 -0.06 -0.01
H -0.58941 4.32146 -0.87681 0.00 -0.02 -0.05
```
Positions in Å, forces in eV/Å.

***

A cluster of 9 separate species, C30H72BFN9O8 in total, computed with the ωB97M-V functional and the def2-TZVPD basis.

- gap between HOMO and LUMO (eV) = 6.13
- LUMO level (hartree) = 0.06562
- ΔE to the lowest compared entry with this formula, charge and spin (kcal/mol) = 15.83
- net charge = -1

Structure (XYZ):
```
121
Properties=species:S:1:pos:R:3:forces:R:3
C 2.11316 3.50539 -0.86650 0.56 -0.43 -0.87
C 1.24487 3.13337 -2.12837 0.03 0.94 1.32
C -0.16531 3.79645 -2.04121 0.18 -1.26 -0.69
F -0.04599 5.06170 -2.69747 0.27 0.45 0.41
B -1.32644 2.91284 -2.80037 0.43 -0.31 0.11
C -2.12922 1.88758 -1.80421 -0.35 0.35 0.18
C -3.23401 2.54596 -0.92060 -0.21 -0.91 -0.20
C -4.56332 2.80699 -1.67368 -0.19 0.42 0.39
N -4.89525 4.26241 -1.76117 -0.19 -0.40 -0.35
H 2.16297 2.63157 -0.20132 -0.17 0.45 0.17
H 3.15533 3.72602 -1.17018 -0.25 -0.08 0.18
H 1.74826 4.39807 -0.34454 -0.07 -0.30 -0.05
H 1.15947 2.04105 -2.17489 -0.10 0.29 -0.15
H 1.77355 3.51263 -3.01351 -0.43 -0.23 -0.03
H -0.35108 3.98505 -0.96635 -0.13 0.28 -0.31
H -2.04464 3.64183 -3.44684 -0.46 0.27 0.08
H -0.74518 2.21826 -3.62347 0.22 -0.19 -0.30
H -2.60994 1.12196 -2.44966 0.09 0.12 0.43
H -1.44131 1.34734 -1.12147 -0.12 0.11 -0.32
H -3.46384 1.84255 -0.09318 0.04 0.39 -0.08
H -2.89226 3.49115 -0.47246 -0.03 -0.19 -0.18
H -5.41142 2.30742 -1.15979 0.42 -0.12 -0.16
H -4.55533 2.41378 -2.69946 0.34 0.09 0.27
H -5.46352 4.36051 -2.59733 0.03 0.26 -0.05
H -5.51020 4.50019 -0.99136 0.07 0.08 0.11
C 2.34950 -0.18668 0.30094 0.17 -0.06 0.02
O 1.20312 -0.06443 -0.05998 -0.28 -0.13 0.04
N 2.77808 -1.07336 1.23232 0.21 0.24 -0.10
C 4.17218 -1.16686 1.60853 -0.34 -0.25 0.05
C 1.80685 -1.95165 1.85943 -0.02 0.39 -0.30
H 3.16270 0.43103 -0.11652 0.09 0.02 0.02
H 4.53491 -2.17577 1.39505 0.19 0.06 0.08
H 4.28226 -0.95803 2.67616 0.16 -0.02 -0.02
H 4.76446 -0.44890 1.04255 -0.06 0.01 -0.01
H 1.31381 -2.55256 1.09339 0.17 0.39 0.27
H 1.04972 -1.35199 2.36818 -0.07 -0.09 0.04
H 2.29474 -2.60593 2.57377 0.08 0.00 -0.05
C -7.73929 5.69106 -4.73145 -0.18 0.08 0.07
O -7.15602 4.64072 -4.89169 0.07 -0.21 0.05
N -8.54777 5.97579 -3.68558 0.02 0.15 -0.25
C -9.21107 7.26055 -3.55910 -0.26 -0.58 0.20
C -8.74213 4.95973 -2.66954 0.19 -0.16 -0.12
H -7.65376 6.52292 -5.45002 -0.05 0.08 -0.01
H -8.89673 7.73967 -2.63160 -0.10 0.18 -0.08
H -10.29417 7.10767 -3.54419 -0.01 0.10 0.06
H -8.95726 7.90455 -4.39212 0.02 0.01 0.03
H -7.77957 4.69751 -2.22704 -0.07 -0.11 0.06
H -9.16362 4.06121 -3.12409 0.03 -0.04 0.10
H -9.41071 5.31803 -1.88993 -0.01 0.13 -0.08
C -6.56254 8.86145 -3.93757 0.47 0.07 -0.03
O -7.52240 9.60773 -3.85751 0.07 0.43 -0.10
N -5.35050 9.20840 -4.41289 -0.18 -0.27 0.12
C -4.24999 8.25934 -4.47644 0.01 0.21 -0.06
C -5.14341 10.56837 -4.87208 -0.25 -0.03 0.09
H -6.61120 7.81027 -3.61722 0.09 -0.03 0.05
H -3.41747 8.62536 -3.87334 0.05 -0.14 -0.03
H -3.92363 8.14927 -5.51242 0.08 -0.09 0.06
H -4.55740 7.28594 -4.09792 -0.01 0.03 0.01
H -5.33509 11.26478 -4.05377 0.01 0.08 -0.09
H -5.83839 10.79118 -5.68396 0.05 0.11 0.02
H -4.12174 10.69150 -5.22321 0.00 -0.09 0.03
C 1.21158 -4.73828 0.24016 -0.34 0.11 0.35
O 2.06185 -5.41961 -0.29910 0.21 -0.19 -0.35
N 0.09532 -4.27224 -0.36025 0.14 -0.08 0.20
C -0.87318 -3.45730 0.34902 -0.11 -0.05 -0.26
C -0.13628 -4.59612 -1.75520 0.22 -0.06 0.06
H 1.29224 -4.43306 1.29589 -0.12 -0.29 -0.09
H -1.84430 -3.95831 0.34441 -0.04 0.08 0.07
H -0.96515 -2.48719 -0.14333 -0.06 0.06 0.11
H -0.55942 -3.30178 1.38001 -0.04 -0.12 -0.04
H -0.18397 -5.68011 -1.87646 0.00 0.03 -0.10
H 0.68862 -4.21734 -2.36075 -0.08 -0.04 -0.09
H -1.06898 -4.15007 -2.09218 0.02 0.05 0.07
C 1.60804 -3.94474 4.82950 0.32 0.18 0.38
O 1.09306 -4.36372 3.80905 -0.15 -0.30 -0.25
N 2.63765 -4.53564 5.47157 -0.22 0.22 -0.06
C 3.20032 -3.98074 6.68643 0.10 -0.13 -0.15
C 3.19289 -5.76230 4.92483 -0.19 0.07 -0.17
H 1.26287 -3.02427 5.32184 0.07 0.02 0.07
H 4.25762 -3.75392 6.52726 0.01 0.00 0.12
H 3.10475 -4.70683 7.49675 0.05 0.11 0.08
H 2.67756 -3.06917 6.96689 -0.09 -0.07 -0.03
H 3.56000 -5.58128 3.91336 0.01 -0.15 0.01
H 2.41589 -6.52707 4.87609 0.10 -0.05 -0.07
H 4.01012 -6.11381 5.55018 -0.02 0.07 0.03
C -0.78133 -3.90877 7.00664 -0.29 -0.20 -0.11
O 0.05998 -3.19551 7.51727 0.11 0.12 0.24
N -1.90241 -4.34191 7.62219 0.14 -0.02 -0.21
C -2.86493 -5.19220 6.95031 0.01 0.11 0.25
C -2.14588 -3.94102 8.99575 0.22 0.11 -0.08
H -0.69198 -4.26763 5.96931 -0.07 -0.04 -0.04
H -3.83505 -4.69159 6.91932 -0.05 -0.12 -0.07
H -2.96233 -6.13422 7.49478 -0.10 -0.04 -0.10
H -2.54309 -5.40332 5.93222 0.05 0.05 0.03
H -2.19376 -2.85260 9.05655 0.00 -0.03 0.11
H -1.32631 -4.28575 9.62870 -0.06 0.06 0.07
H -3.08229 -4.36672 9.34888 0.00 -0.03 -0.08
C 6.57216 -7.62752 0.96019 0.06 0.27 -0.30
O 5.65079 -8.17129 1.53586 -0.19 -0.09 0.13
N 6.44396 -6.70663 -0.01724 0.34 -0.22 0.09
C 7.59487 -6.09504 -0.65208 -0.19 0.17 0.07
C 5.11308 -6.30064 -0.44097 -0.05 -0.20 0.28
H 7.62445 -7.85258 1.20241 0.08 0.02 -0.03
H 7.56047 -5.01495 -0.50257 0.11 0.01 -0.14
H 7.58860 -6.30662 -1.72427 0.08 0.04 0.00
H 8.51988 -6.47712 -0.22123 -0.06 -0.08 0.03
H 4.57234 -5.89000 0.41034 -0.18 -0.01 -0.15
H 4.56571 -7.16930 -0.80859 -0.12 0.11 0.03
H 5.17694 -5.55108 -1.22580 0.10 0.00 0.05
C 7.28549 -1.45180 -1.05966 -0.14 0.40 -0.03
O 7.45100 -2.64956 -0.95747 0.07 -0.32 -0.15
N 7.08039 -0.78379 -2.21407 0.08 0.01 0.30
C 6.87517 0.65224 -2.24583 -0.03 -0.19 -0.22
C 7.06350 -1.52994 -3.45904 0.02 -0.19 0.17
H 7.28304 -0.79291 -0.17672 0.00 0.10 0.01
H 5.89886 0.87234 -2.68182 0.03 0.14 0.03
H 7.65452 1.11860 -2.85257 -0.06 0.12 0.03
H 6.91426 1.06689 -1.24011 0.00 -0.07 0.00
H 6.27434 -2.28256 -3.42387 0.04 -0.01 -0.10
H 8.01984 -2.03858 -3.59387 -0.06 -0.04 -0.08
H 6.88741 -0.85738 -4.29499 -0.01 0.05 0.07
```
Positions in Å, forces in eV/Å.